Entry 1:
Below is one molecule with the formula C20H29N3O2 at a distorted geometry, with properties calculated with ωB97M-V/def2-TZVPD.

## Properties
ΔE to the lowest compared entry with this formula, charge and spin = 1.834 eV
E = -1094.26824 Ha
Molar mass = 343.5 g/mol

Element x y z (Å)
C -0.8858 -2.2095 2.3796
C -0.0412 -3.1441 1.5209
C -0.5551 -3.2695 0.0831
C 0.0607 -2.2421 -0.8794
C -0.1141 -0.8202 -0.4341
N 0.9514 -0.2952 0.1538
C 0.9165 0.9456 0.6273
N 1.9994 1.4064 1.3032
C 3.2919 0.7942 1.1417
C 4.0950 1.4643 0.0030
C 5.3242 0.6340 -0.3817
C 4.7486 -0.3512 -1.4051
C 3.4611 0.3401 -1.8950
O 3.3337 1.5576 -1.1797
C -0.2505 1.7397 0.5080
C -0.2600 3.0440 1.0254
N -0.2328 4.1051 1.4675
C -1.3641 1.2022 -0.1424
C -1.2997 -0.1024 -0.6243
C -2.4975 -0.7083 -1.3045
O -3.5343 0.1979 -1.5904
C -3.8293 1.1258 -0.5512
C -4.2130 0.4250 0.7583
C -5.0081 1.9503 -1.0672
C -2.6016 2.0236 -0.3337
H -0.4972 -2.1760 3.3950
H -0.8759 -1.1985 1.9817
H -1.9173 -2.5555 2.4206
H 0.9884 -2.7834 1.5041
H -0.0418 -4.1326 1.9861
H -1.6424 -3.1811 0.0796
H -0.3086 -4.2606 -0.3045
H -0.3783 -2.3791 -1.8698
H 1.1334 -2.4342 -0.9444
H 1.9989 2.3967 1.5066
H 3.1147 -0.2556 0.9076
H 3.8501 0.8780 2.0781
H 4.3424 2.4912 0.2935
H 6.0697 1.2782 -0.8474
H 5.7715 0.1396 0.4775
H 4.5137 -1.3059 -0.9366
H 5.4417 -0.5340 -2.2234
H 3.4964 0.5967 -2.9566
H 2.5802 -0.2871 -1.7118
H -2.8839 -1.5380 -0.6893
H -2.2120 -1.1230 -2.2775
H -4.6142 1.1544 1.4569
H -4.9734 -0.3285 0.5648
H -3.3515 -0.0530 1.2199
H -5.8857 1.3175 -1.1659
H -4.7684 2.3577 -2.0455
H -5.2275 2.7650 -0.3830
H -2.4643 2.6512 -1.2203
H -2.7544 2.6862 0.5207

Atomic forces in eV per Å
0.2 -0.1 0.0
-0.2 0.0 0.0
0.2 0.0 0.0
-0.2 -0.1 0.0
-0.1 0.3 -0.2
0.3 0.0 0.2
-0.5 0.1 0.1
0.0 0.3 0.1
0.3 0.1 -0.3
0.2 -0.1 0.4
-0.2 0.2 0.0
-0.1 0.0 0.0
-0.1 -0.3 -0.4
-0.1 0.2 0.1
0.1 -1.1 -0.5
0.0 0.6 0.2
0.0 0.3 0.1
0.3 -0.1 0.0
0.0 0.2 0.0
0.0 -0.5 0.0
0.0 0.2 0.0
-0.2 0.5 0.3
0.1 0.0 -0.4
0.4 -0.3 0.0
-0.2 -0.2 -0.2
0.0 0.1 0.1
-0.1 0.2 0.0
-0.1 0.0 0.0
0.1 -0.1 0.0
0.1 0.0 0.0
-0.1 -0.1 0.0
-0.1 0.0 0.0
0.0 0.0 -0.1
0.0 0.1 -0.1
0.0 -0.1 0.0
0.2 0.0 0.1
0.0 -0.1 -0.1
0.0 -0.1 0.0
0.0 0.0 0.1
0.1 0.0 0.1
0.0 0.0 0.0
0.0 -0.1 0.0
0.0 -0.1 0.1
0.1 0.1 -0.1
0.0 0.1 -0.1
0.0 -0.1 0.2
0.0 0.1 0.1
-0.1 -0.1 0.0
0.1 -0.1 0.1
-0.1 -0.1 0.0
0.0 0.1 -0.1
0.0 0.1 0.1
0.0 0.0 0.0
0.0 0.0 0.0

Entry 2:
Below is one molecule with the formula C20H29N3O6S at a distorted geometry, with properties calculated with ωB97M-V/def2-TZVPD.

## Properties
ΔE to the lowest compared entry with this formula, charge and spin = 0.730 eV
E = -1793.48014 Ha
Molar mass = 439.5 g/mol

Element x y z (Å)
C 3.0391 -3.9777 0.0790
C 1.7994 -4.5671 0.7464
N 0.5948 -4.1533 0.0665
C -0.0932 -3.0751 0.4643
O 0.0322 -2.5123 1.5319
N -1.0731 -2.6184 -0.4435
C -1.3359 -3.0784 -1.6865
O -0.9891 -4.1568 -2.1257
C -2.2685 -2.1680 -2.5035
C -3.6263 -2.0159 -1.8301
O -1.7486 -0.8446 -2.7103
C -0.4527 -0.7243 -2.9922
O 0.3269 -1.6386 -2.9623
C -0.0757 0.6702 -3.4863
C 1.2288 1.1461 -2.8211
C 0.9375 2.1251 -1.6729
N -0.3261 1.8613 -1.0233
S -0.2863 0.5483 0.0209
O -1.6375 0.0489 0.1337
O 0.7361 -0.3770 -0.3683
C 0.1706 1.2873 1.5776
C 0.6569 0.4517 2.5633
C 0.9875 1.0006 3.7906
C 0.8346 2.3593 4.0381
C 1.2004 2.9271 5.3744
C 0.3293 3.1912 3.0310
C 0.1419 4.6573 3.2720
C -0.0015 2.6383 1.8010
C -1.4866 2.0223 -1.8762
C -1.1813 1.7162 -3.3478
H 2.9629 -2.8929 0.0655
H 3.1200 -4.3298 -0.9469
H 3.9353 -4.2659 0.6224
H 1.7236 -4.2153 1.7778
H 1.8427 -5.6601 0.7410
H 0.4375 -4.4745 -0.8834
H -1.4372 -1.7025 -0.1750
H -2.3702 -2.6414 -3.4904
H -4.3069 -1.4834 -2.4899
H -4.0375 -2.9964 -1.6070
H -3.5173 -1.4482 -0.9094
H 0.1217 0.5114 -4.5545
H 1.7508 0.2706 -2.4346
H 1.8707 1.6377 -3.5534
H 0.9056 3.1558 -2.0404
H 1.7133 2.0521 -0.9094
H 0.7502 -0.6037 2.3615
H 1.3677 0.3595 4.5719
H 0.3311 3.3827 5.8472
H 1.9607 3.7000 5.2680
H 1.5840 2.1508 6.0305
H 1.0908 5.1299 3.5229
H -0.2651 5.1425 2.3891
H -0.5397 4.8236 4.1053
H -0.3951 3.2555 1.0080
H -1.8519 3.0526 -1.7758
H -2.2488 1.3463 -1.4896
H -2.0902 1.3742 -3.8416
H -0.8422 2.6250 -3.8505

Atomic forces in eV per Å
-0.2 -0.1 0.2
0.2 0.1 0.2
0.2 -0.2 -0.4
-0.4 -0.4 -0.3
0.1 0.3 0.4
0.1 0.2 0.5
-0.3 -0.1 -0.3
0.0 -0.1 -0.1
-0.1 -0.5 -0.2
0.3 0.1 -0.2
-0.5 0.1 0.2
0.6 0.0 -0.7
-0.1 0.1 -0.1
-0.1 0.0 0.0
0.0 0.0 0.0
0.6 0.0 -0.1
-0.1 -1.1 0.8
0.0 1.0 0.3
-0.1 0.3 0.1
0.2 0.2 0.1
0.0 -0.2 -0.5
0.1 -0.2 0.0
-0.1 0.0 -0.2
0.0 0.0 -0.1
0.0 0.0 -0.1
0.0 -0.2 -0.1
0.0 -0.1 0.0
0.0 0.2 0.1
-0.7 0.1 -0.1
0.1 -0.1 0.1
0.0 0.1 0.0
0.1 0.0 -0.1
0.1 0.0 0.0
0.0 -0.2 -0.1
0.0 0.1 0.1
-0.2 0.0 0.1
0.0 -0.3 -0.1
0.1 0.0 0.3
-0.1 0.0 0.0
0.0 -0.1 0.0
-0.1 0.0 0.1
0.0 -0.1 0.2
0.1 0.1 -0.1
0.0 0.0 0.0
0.0 0.0 0.1
0.1 0.2 -0.1
0.1 -0.2 0.0
0.0 -0.1 0.1
0.0 0.1 0.1
0.1 0.1 0.1
0.0 0.0 0.1
0.0 0.1 0.0
0.0 0.1 0.0
0.0 0.1 0.1
0.0 0.1 0.0
0.0 -0.1 0.0
-0.1 0.2 -0.2
0.0 0.1 0.0
0.0 0.0 -0.1

Entry 3:
Below is C20H29N4OSSi2V as an isolated structure at a distorted geometry, with properties calculated with ωB97M-V/def2-TZVPD.

## Properties
Spin multiplicity = 2
ΔE to the lowest compared entry with this formula, charge and spin = 0.662 eV
E = -2994.84914 Ha
Charge = +1
Molar mass = 480.7 g/mol

Element x y z (Å)
V 0.1458 -0.1836 -0.1879
N -1.1320 -3.2066 2.4739
C -0.4593 -2.4648 1.5871
S -1.2761 -1.9684 0.1171
N 0.7715 -2.1346 1.8415
N 1.3098 -1.2843 0.9166
C 2.6110 -1.3135 0.8496
C 3.4070 -0.6603 -0.1515
C 4.8029 -0.7458 -0.1679
C 5.5271 -0.1919 -1.1999
C 4.8706 0.4367 -2.2587
C 3.4929 0.5378 -2.2720
C 2.7667 0.0175 -1.2111
O 1.4384 0.1053 -1.1035
H -2.0244 -3.6026 2.2423
H -0.6475 -3.5418 3.2906
H 3.1092 -1.9496 1.5762
H 5.3046 -1.2570 0.6448
H 6.6059 -0.2583 -1.2023
H 5.4416 0.8445 -3.0813
H 2.9652 1.0137 -3.0884
C 1.5115 3.2223 -0.9540
Si 1.2472 2.8367 0.8908
C 2.7603 2.1186 1.7707
C 0.8875 4.5046 1.6931
C -0.1886 1.5626 1.0023
C -1.2335 1.8597 0.0119
C -2.0121 3.0092 -0.1404
C -2.9245 3.0660 -1.1746
C -3.0586 1.9859 -2.0512
C -2.2664 0.8813 -1.8538
N -1.3810 0.8330 -0.8474
Si -0.9759 1.3380 2.7514
C -1.4508 3.0099 3.4874
C -2.6126 0.4021 2.5891
C 0.2353 0.5141 3.9367
H 2.5738 3.2204 -1.2051
H 1.1231 4.2144 -1.1889
H 1.0080 2.5107 -1.6070
H 3.6752 2.3210 1.2085
H 2.6846 1.0443 1.9209
H 2.8756 2.5823 2.7522
H 1.7100 5.1861 1.4599
H 0.8250 4.4384 2.7788
H -0.0296 4.9730 1.3305
H -1.8860 3.8291 0.5527
H -3.5361 3.9480 -1.3140
H -3.7660 2.0089 -2.8665
H -2.3327 0.0103 -2.4939
H -2.1067 3.5877 2.8333
H -0.5825 3.6237 3.7231
H -1.9925 2.8418 4.4213
H -3.4187 1.0914 2.3264
H -2.8798 -0.0597 3.5421
H -2.5933 -0.3817 1.8353
H 0.9908 1.2267 4.2759
H 0.7456 -0.3441 3.5061
H -0.3039 0.1686 4.8222

Atomic forces in eV per Å
-3.7 0.2 2.8
-0.1 -0.1 0.1
0.4 0.1 -0.2
-0.3 -0.2 -0.1
-0.1 -0.4 0.8
1.6 -0.9 0.6
-0.3 -0.3 0.3
-0.3 0.4 -0.6
-0.1 -0.1 0.2
0.1 0.1 -0.2
0.1 -0.1 0.2
-0.6 0.1 0.0
1.5 -0.5 0.5
2.9 1.0 -3.3
0.0 0.0 0.0
0.0 0.0 0.0
0.0 0.0 0.0
0.0 0.0 0.0
0.0 0.0 0.0
0.0 0.0 0.0
0.0 0.0 0.0
0.0 -0.1 0.3
0.1 0.1 0.0
-0.1 0.2 -0.2
0.0 -0.2 0.0
0.2 -0.4 0.0
-0.3 0.4 -0.1
-0.1 0.0 0.0
0.1 0.0 0.0
0.1 -0.1 0.0
-0.2 0.0 -0.1
-1.0 0.9 -0.6
-0.1 0.0 0.2
0.2 -0.1 -0.1
0.3 0.1 0.0
-0.1 0.2 -0.2
0.0 0.0 0.0
0.0 0.0 0.0
0.0 0.0 -0.1
0.0 0.0 0.0
0.0 0.0 0.0
0.0 0.0 0.0
0.0 0.0 -0.1
0.1 0.1 -0.1
0.0 0.0 0.0
0.0 0.0 0.0
0.0 0.0 0.0
0.0 0.0 0.0
0.0 0.0 0.0
0.0 0.0 0.0
-0.1 -0.1 0.1
0.0 -0.1 0.0
0.0 0.0 0.0
0.0 0.0 0.0
0.0 -0.1 0.0
0.0 0.0 0.0
0.0 -0.1 0.0
0.0 0.0 0.0